No. 1
Molecular formula: C5H11N3P
Method: DFT, wB97M-V/def2-TZVPD

Geometry as XYZ:
```
20
Properties=species:S:1:pos:R:3:nbo_charge:R:1
C -0.29430 0.12083 0.49095 0.636
C 1.62288 0.05696 -0.90512 -0.208
C 0.30793 0.45712 -1.72526 -0.215
C 1.85089 -0.13772 1.65210 -0.432
C -2.12412 0.22107 -1.21513 -0.424
N -0.94491 -0.04946 1.66289 -0.766
N 1.10484 0.03460 0.46871 -0.365
N -0.73927 0.36082 -0.74963 -0.365
P -2.23617 -1.23063 1.87914 0.903
H 1.99925 -0.96186 -1.17211 0.219
H 2.39946 0.81483 -0.91498 0.229
H 0.48119 1.44363 -2.23641 0.235
H 0.03903 -0.30878 -2.40224 0.215
H 2.50971 -1.04678 1.63735 0.216
H 2.55590 0.66196 2.01591 0.224
H 1.29362 -0.33529 2.47462 0.235
H -2.27665 -0.77957 -1.43345 0.210
H -2.90193 0.68002 -0.54444 0.240
H -2.16192 0.77293 -2.21988 0.241
H -2.48545 -0.77467 3.23699 -0.026
```

Summary:
Kohn-Sham gap ... 7.04 eV
Charge ... +1
2S+1 ... 1
LUMO energy ... -0.22038 Eh

=====

No. 2
Molecular formula: C5H11N4O
Method: DFT, wB97M-V/def2-TZVPD

Geometry as XYZ:
```
21
Properties=species:S:1:pos:R:3:nbo_charge:R:1
C -0.62924 1.03333 -0.03381 0.343
C 1.87686 0.06662 0.01585 0.039
C -1.61312 1.91920 0.58381 -0.704
C 3.24522 -0.51838 -0.28760 -0.644
C -2.19491 -0.91407 -0.02541 0.183
N -0.53111 -0.33839 -0.16177 -0.187
N 0.40627 1.66194 -0.63794 -0.106
N 1.51873 1.23499 -0.83412 -0.009
N 0.75615 -0.82600 -0.05391 -0.361
O -2.97074 -0.34509 -0.97946 -0.661
H 1.78073 0.62437 1.09038 0.191
H -2.59791 1.57960 0.29313 0.248
H -1.54867 3.00517 0.36114 0.289
H -1.58434 1.99774 1.61277 0.261
H 4.11423 0.00451 0.04475 0.270
H 3.27380 -0.93749 -1.22942 0.233
H 3.45722 -1.35242 0.29719 0.244
H -1.99984 -2.04577 -0.17690 0.225
H -2.49799 -0.39989 0.82473 0.215
H 0.78862 -1.73897 -0.48084 0.409
H -3.31748 -0.97824 -1.64110 0.520
```

Summary:
Kohn-Sham gap ... 8.45 eV
Charge ... +1
2S+1 ... 1
LUMO energy ... -0.17934 Eh

=====

No. 3
Molecular formula: C5H11N5O2
Method: DFT, wB97M-V/def2-TZVPD

Geometry as XYZ:
```
23
Properties=species:S:1:pos:R:3:nbo_charge:R:1
C 1.58282 -1.26637 0.09764 0.593
C 0.99462 1.00779 0.01697 0.648
C -1.38480 1.64546 0.36451 -0.214
C -2.06579 0.67092 -0.62636 -0.518
C -1.99479 -0.81170 -0.21143 0.847
H -0.05682 -2.40531 -0.20529 0.421
H 1.53873 -3.28005 -0.18335 0.383
H 3.38970 -1.95620 0.08116 0.341
H 3.03100 0.83620 -0.11890 0.453
H 2.42881 2.36700 -0.62467 0.385
H 0.29013 2.85195 0.24016 0.385
H -1.95825 2.58409 0.41600 0.209
H -1.45428 1.25849 1.40544 0.217
H -3.15002 0.86089 -0.65891 0.235
H -1.63710 0.75902 -1.63387 0.248
H -2.20870 -1.96732 1.23548 0.493
N 0.92482 -2.50939 0.07974 -0.850
N 2.85678 -1.08294 0.08845 -0.839
N 0.66787 -0.24655 0.20590 -0.665
N 2.26491 1.51268 -0.10346 -0.835
N -0.02311 1.92758 -0.05517 -0.607
O -2.27236 -1.01095 1.13415 -0.700
O -1.76416 -1.74529 -0.94419 -0.630
```

Summary:
Kohn-Sham gap ... 9.40 eV
Charge ... 0
2S+1 ... 1
LUMO energy ... 0.02812 Eh

=====

No. 4
Molecular formula: C5H11NO
Method: DFT, wB97M-V/def2-TZVPD

Geometry as XYZ:
```
18
Properties=species:S:1:pos:R:3:nbo_charge:R:1
C 0.13844 -0.10720 1.37940 -0.627
C 0.37531 -1.17063 2.40819 -0.629
C 0.33140 -0.55333 -0.03239 0.636
N 0.13572 0.40957 -0.98898 -0.455
C 0.25641 -0.03183 -2.35889 -0.492
C -0.82976 1.48177 -0.77521 -0.936
O 0.83961 -1.61667 -0.29926 -0.662
H -0.84963 0.33508 1.50182 0.220
H 0.79934 0.76248 1.52889 0.209
H 1.03040 -1.94654 2.04015 0.225
H -0.57033 -1.63647 2.65746 0.198
H 0.84251 -0.71921 3.28320 0.194
H 0.42718 0.81917 -2.99671 0.190
H -0.64622 -0.55465 -2.71782 0.171
H 1.05475 -0.76791 -2.41860 0.221
H -1.55597 1.25550 -0.00221 0.171
H -1.43791 1.61570 -1.66518 0.188
H -0.34124 2.42519 -0.54388 0.177
```

Summary:
Kohn-Sham gap (spin up / spin down) ... 2.87 / 9.53 eV
Charge ... -1
2S+1 ... 2
LUMO energy (spin up / spin down) ... 0.14938 / 0.14711 Eh

=====

No. 5
Molecular formula: C5H11NO
Method: DFT, wB97M-V/def2-TZVPD

Geometry as XYZ:
```
18
Properties=species:S:1:pos:R:3:nbo_charge:R:1
C 0.28040 0.66869 -1.82131 -0.697
N -0.01573 -0.36414 -0.86371 -0.627
C 0.89828 -0.69917 0.07901 0.137
C 2.21396 -0.54880 0.04156 -0.581
C 0.31646 -2.74459 1.33133 -0.400
C 0.33485 -1.43995 1.25109 -0.249
H 1.31326 1.09881 -1.66075 0.197
H 0.20131 0.31026 -2.82464 0.172
H -0.57418 1.41734 -1.89387 0.149
H -1.00222 -0.53767 -0.67097 0.377
H 2.60632 0.11315 -0.75289 0.181
H 2.89183 -0.92928 0.74960 0.201
H 0.79208 -3.51965 0.76622 0.191
H 0.01712 -3.24079 2.27000 0.173
H -0.21151 -0.84402 1.92982 0.200
H -3.34482 3.96562 -0.05994 0.390
H -3.03726 3.64540 1.40539 0.389
O -3.68016 3.64879 0.72407 -1.201
```

Summary:
Kohn-Sham gap (spin up / spin down) ... 2.55 / 8.31 eV
Charge ... -1
2S+1 ... 2
LUMO energy (spin up / spin down) ... 0.13470 / 0.13087 Eh

=====

No. 6
Molecular formula: C5H11NO
Method: DFT, wB97M-V/def2-TZVPD

Geometry as XYZ:
```
18
Properties=species:S:1:pos:R:3:nbo_charge:R:1
C 4.06362 1.10348 2.15936 0.429
N 4.88112 0.11474 1.90941 -0.940
C 0.14125 -0.08009 -0.42074 -0.696
C -1.02030 -0.80761 -1.27301 -0.139
C -2.22680 0.07433 -1.50379 -0.458
C -3.34641 -0.67739 -0.14995 -0.640
O 2.89838 1.20212 1.69701 -0.829
H 4.40232 1.81749 2.95399 0.049
H 4.49544 -0.46761 1.11804 0.296
H 1.00679 0.67323 -0.97804 0.262
H -0.61836 0.39060 0.35463 0.199
H 0.84899 -0.82148 0.10057 0.248
H -2.09317 1.06504 -1.03681 0.212
H -0.66311 -1.14406 -2.23699 0.162
H -2.75908 0.00162 -2.49526 0.209
H -4.17239 -0.04474 0.14475 0.208
H -2.33057 -0.72894 0.23654 0.232
H -3.50772 -1.67073 -0.57970 0.197
```

Summary:
Kohn-Sham gap (spin up / spin down) ... 6.20 / 5.15 eV
Charge ... -1
2S+1 ... 2
LUMO energy (spin up / spin down) ... 0.11901 / 0.08028 Eh

=====

Relative energy (zero: lowest compared OMol25 entry of this formula, charge and spin): 0.500 6.525 0.000 0.345 2.498 3.758 (eV)
Total energy: -19113.970 -13359.353 -16910.252 -8899.817 -8897.665 -8896.404 (eV)